Formula: C6H40N2O12
Source: the Open Molecules 2025 dataset
Level of theory: the ωB97M-V functional and the def2-TZVPD basis

Results
- multiplicity = 1
- LUMO energy (eV) = 0.2
- maximum force (eV/Å) = 3.9
- HOMO-LUMO gap (eV) = 10.1
- energy relative to the best compared isomer or geometry (same formula, charge and spin) (eV) = 3.018
- DFT total energy (hartree) = -1264.92485

Each line ends with the Löwdin charge.
Cartesian coordinates (Å):
C  0.9856  1.5408  2.4737  -0.058
C  1.4236  0.9759  1.1495  -0.271
C  1.0309  2.0832  0.1136  -0.346
C  2.1351  2.2082  -0.9872  -0.083
C  -0.2420  1.6533  -0.5871  -0.092
N  0.7325  -0.4126  0.8489  0.043
C  1.1845  -1.4602  1.8760  -0.256
N  0.6940  -2.7741  1.8113  0.060
H  1.1606  0.7955  3.2472  0.062
H  1.4159  2.5283  2.6637  0.088
H  -0.1233  1.8262  2.5954  0.110
H  2.5030  0.8177  1.0968  0.094
H  1.1598  3.0945  0.4692  0.121
H  1.8418  2.8093  -1.8713  0.079
H  2.5849  1.2682  -1.2933  0.060
H  3.1383  2.6514  -0.7330  0.085
H  -0.1399  0.8068  -1.2921  0.058
H  -1.0472  1.5480  0.1894  0.087
H  -0.6425  2.3914  -1.2678  0.072
H  -0.2551  -0.1817  1.0367  0.096
H  2.2873  -1.2595  1.7964  0.119
H  0.8508  -0.9711  2.8635  0.122
H  0.6658  -3.0565  0.8143  0.052
H  -0.2522  -2.8607  2.1766  0.081
H  -1.1309  -2.6947  -0.5262  0.006
H  -2.1261  -3.8423  -0.9851  0.056
O  -1.6373  -3.5273  -0.2170  -0.106
H  -1.4009  4.5169  -0.1115  0.053
H  -2.5466  4.9560  -0.9326  0.067
O  -2.3285  4.7558  -0.0196  -0.032
H  -2.8664  -2.4435  0.4309  0.020
H  -4.0580  -1.5485  0.7818  0.025
O  -3.3416  -2.0448  1.2156  -0.100
H  5.0032  -0.0012  2.1374  0.046
H  4.4551  -0.5036  0.8478  0.016
O  4.4004  0.2629  1.4404  -0.059
H  -3.8988  2.6335  1.7052  0.023
H  -2.9714  3.4591  0.8761  -0.005
O  -2.9689  2.6747  1.4853  -0.090
H  0.7584  -0.7949  -0.2406  0.140
H  -0.0081  -1.9298  -2.0013  0.015
O  -0.2368  -1.4569  -1.1847  -0.340
H  3.3688  -2.2307  -0.8659  -0.005
H  4.1277  -1.5266  -1.9875  0.040
O  3.9267  -1.4895  -1.0615  -0.033
H  -4.7456  0.1895  -0.6122  0.041
H  -3.4376  -0.5758  -0.9692  0.016
O  -4.4132  -0.6524  -0.9244  -0.071
H  1.8502  -4.5938  -1.4003  0.056
H  0.9850  -3.2846  -1.2510  0.014
O  1.8647  -3.6405  -1.5505  -0.065
H  -1.3581  -0.6209  -1.8551  -0.010
H  -1.9452  -0.0996  -3.1676  0.045
O  -2.0737  0.0355  -2.2063  -0.128
H  0.0827  -0.0867  -4.4111  0.007
H  1.1044  1.1204  -5.0368  0.034
O  0.7560  0.5667  -4.3460  -0.036
H  -2.3165  -1.2402  2.3339  0.016
H  -2.2959  0.1535  2.8637  0.045
O  -1.6693  -0.5181  2.5554  -0.085